Formula: C3H5NO2
Source: the OMol25 dataset
Level of theory: ωB97M-V with the def2-TZVPD basis set

Results
HOMO level (spin up / spin down), Eh: -0.27208 / -0.27211
SMILES string: N/C=C(\O)C=O

ORCA input file:
```
! RIJCOSX wB97M-V def2-TZVPD def2/J DEFGRID3
* xyz 0 1
N 1.24961 -1.31041 -0.18373
C 0.66175 -0.25366 0.40877
C -0.68576 0.14374 0.15285
O -1.73227 -0.73500 -0.05976
C -0.60456 1.53555 0.06016
O 0.61330 1.92797 0.18405
H 2.23014 -1.49120 -0.02049
H 0.82278 -1.66703 -1.02877
H 1.17932 0.05797 1.31327
H -2.28217 -0.42637 -0.79127
H -1.45214 2.21844 -0.03509
*
```